DFT (ωB97M-V/def2-TZVPD) results for a molecular structure, C18H14BrF3N2O4PdSe.

Atoms and positions in Å:
Pd  -0.346  2.063  -0.461
O  0.600  3.728  1.802
C  1.274  2.695  2.326
C  2.616  2.867  2.674
C  3.322  1.847  3.274
C  2.704  0.637  3.546
C  1.381  0.449  3.187
C  0.651  1.464  2.589
C  -0.824  1.247  2.244
O  -1.459  2.283  1.653
N  -0.913  0.005  1.439
N  -0.442  0.206  0.128
C  -0.510  -0.881  -0.629
C  -0.513  -0.999  -2.006
Br  -0.829  0.636  -3.036
C  -0.507  -2.176  -2.753
C  -0.121  -3.468  -2.339
C  -0.519  -4.585  -3.119
C  -0.230  -5.871  -2.741
C  0.503  -6.122  -1.585
C  0.972  -5.040  -0.843
C  0.669  -3.748  -1.199
H  -0.361  3.365  1.693
H  3.081  3.811  2.433
H  4.366  1.992  3.524
H  3.261  -0.162  4.025
H  0.903  -0.503  3.376
H  -1.340  0.965  3.204
H  -1.904  -0.251  1.384
H  -0.691  -1.811  -0.088
H  -0.861  -2.099  -3.771
H  -1.075  -4.403  -4.030
H  -0.586  -6.703  -3.344
H  0.727  -7.135  -1.279
H  1.597  -5.219  0.023
H  1.079  -2.927  -0.631
Se  1.924  1.909  -0.990
F  -3.379  5.616  -0.401
C  -2.856  5.040  -1.506
F  -2.225  6.029  -2.170
F  -3.912  4.702  -2.274
C  -1.946  3.794  -1.179
O  -2.548  2.731  -1.070
O  -0.737  4.025  -1.082

Results
<S²> ... 2.05
Charge ... -2
Gap between HOMO and LUMO (spin up / spin down) ... 5.0 / 6.2 eV
2S+1 ... 3
Relative energy (zero: lowest compared OMol25 entry of this formula, charge and spin) ... 120.7 kJ/mol
Highest occupied orbital energy (spin up / spin down) ... -0.00620 / -0.05311 hartree